96
Properties=species:S:1:pos:R:3 method="wB97M-V/def2-TZVPD" e_lumo_ev="-3.834 / -4.006" s_squared=8.7634 charge=+1 multiplicity=6 relative_energy_kj_mol=114.39
Mn 0.8085 0.2406 -1.3161
C 0.2415 -3.5034 -3.8692
O 1.6224 -3.2616 -3.5165
C 1.6267 -2.2109 -2.7129
N 0.5005 -1.7149 -2.3368
C -0.5600 -2.4859 -3.0166
C -1.5077 -1.6963 -3.8896
C -2.8261 -2.1233 -3.9953
C -3.7063 -1.4771 -4.8490
C -3.2734 -0.3945 -5.6000
C -1.9579 0.0315 -5.5003
C -1.0758 -0.6228 -4.6558
C 2.8835 -1.6342 -2.2395
C 4.0912 -2.3058 -2.1653
C 5.1611 -1.6801 -1.5452
C 4.9775 -0.4150 -1.0038
C 3.7489 0.1991 -1.1479
N 2.7211 -0.3808 -1.7935
C 3.3719 1.5054 -0.6075
N 2.1441 1.8726 -0.6280
C 2.0922 3.2672 -0.1725
C 3.5315 3.4975 0.3551
O 4.2706 2.3437 -0.1125
C 1.0255 3.5983 0.8479
C 0.8320 4.9370 1.1798
C -0.1427 5.2992 2.0947
C -0.9275 4.3264 2.6970
C -0.7334 2.9916 2.3801
C 0.2378 2.6316 1.4564
H -0.0009 -4.5428 -3.6605
H 0.1273 -3.3105 -4.9347
H -1.1389 -2.9909 -2.2407
H -3.1675 -2.9667 -3.4044
H -4.7282 -1.8226 -4.9347
H -3.9591 0.1084 -6.2689
H -1.6173 0.8779 -6.0825
H -0.0461 -0.2915 -4.6001
H 4.1739 -3.3000 -2.5830
H 6.1144 -2.1818 -1.4567
H 5.7660 0.0920 -0.4636
H 1.9117 3.8831 -1.0593
H 3.5743 3.5183 1.4445
H 4.0043 4.3905 -0.0443
H 1.4435 5.7001 0.7093
H -0.2962 6.3426 2.3368
H -1.6920 4.6096 3.4085
H -1.3404 2.2274 2.8491
H 0.3591 1.5938 1.1851
O -6.7128 4.9813 -1.3148
C -6.2388 4.1272 -0.3880
O -6.8500 3.9246 0.6220
C -4.9366 3.4546 -0.6969
C -3.9656 4.0120 -1.5253
C -2.7825 3.3363 -1.7688
C -2.5616 2.0819 -1.2011
S -1.1098 1.1996 -1.6157
C -3.5210 1.5332 -0.3504
C -4.6904 2.2235 -0.0962
H -6.1692 4.9858 -2.1079
H -4.1055 4.9938 -1.9643
H -2.0174 3.7706 -2.3980
H -3.3437 0.5666 0.1032
H -5.4433 1.8220 0.5694
C -0.6657 -4.6218 0.2709
Si -1.4346 -3.4608 1.5494
C -0.7150 -3.7968 3.2583
C -3.3091 -3.6023 1.5403
C -0.9512 -1.6846 1.0584
Te 1.2032 -1.4719 1.0480
C 1.3315 -0.4556 2.9423
Si 2.9753 -0.7496 3.8610
C 4.3492 0.1491 2.9290
C 2.7460 -0.0578 5.5950
C 3.3209 -2.5999 3.9404
H -0.6763 -5.6554 0.6217
H 0.3742 -4.3535 0.0695
H -1.2167 -4.5966 -0.6724
H -0.9044 -4.8265 3.5670
H -1.1592 -3.1430 4.0125
H 0.3661 -3.6399 3.2641
H -3.6169 -4.6151 1.8099
H -3.7267 -3.3795 0.5565
H -3.7627 -2.9182 2.2599
H -1.3254 -0.9314 1.7524
H -1.2902 -1.4172 0.0560
H 0.5044 -0.8532 3.5334
H 1.1602 0.6097 2.7861
H 4.3411 1.2216 3.1336
H 4.2562 0.0133 1.8488
H 5.3279 -0.2338 3.2257
H 2.4213 0.9844 5.5777
H 3.6791 -0.1058 6.1608
H 1.9983 -0.6304 6.1468
H 3.2700 -3.0678 2.9550
H 2.5985 -3.1032 4.5861
H 4.3142 -2.7911 4.3519

=====

10
Properties=species:S:1:pos:R:3 method="wB97M-V/def2-TZVPD" e_lumo_ev=-0.161 charge=0 multiplicity=1 relative_energy_kj_mol=216.86
N 1.3357 -0.3846 -1.2494
N 1.0282 -1.0808 -0.1577
C 0.0416 -0.7554 0.5725
C -0.7820 0.4583 0.4008
O -1.6651 0.3877 1.3821
S -0.7932 1.6627 -0.6896
H 0.9240 0.5119 -1.4680
H 2.1946 -0.6628 -1.6764
H -0.2086 -1.3933 1.4458
H -2.0752 1.2563 1.4399

=====

69
Properties=species:S:1:pos:R:3 method="wB97M-V/def2-TZVPD" e_lumo_ev="-0.206 / -0.206" s_squared=0.7710 charge=0 multiplicity=2 relative_energy_kj_mol=10.06
Mg 0.0757 0.2375 -0.8291
Cl 1.0143 0.2792 3.3285
C 1.5196 1.7689 2.6321
C 0.8472 2.2480 1.5202
C 1.1902 3.4816 0.9793
Cl 0.2949 4.0674 -0.3578
C 2.2449 4.2116 1.5186
Cl 2.6771 5.7229 0.8324
C 2.9614 3.6979 2.5984
Cl 4.3021 4.5654 3.2305
C 2.5947 2.4769 3.1602
Cl 3.4804 1.8309 4.4835
C -3.2321 -0.2072 -2.7764
C -3.1210 0.4848 -1.4639
N -2.0101 0.7130 -0.7846
C -2.4000 1.4065 0.3835
C -3.7992 1.5611 0.3717
N -4.1929 0.9601 -0.8197
C -4.8051 2.1433 1.2260
O -4.4046 2.7383 2.3565
O -5.9833 2.0880 0.9191
C -1.4954 1.8602 1.3289
O -1.6383 2.4920 2.3775
O -0.1229 1.4881 0.9338
H -2.2622 -0.5584 -3.1094
H -3.6113 0.4804 -3.5333
H -3.9217 -1.0501 -2.7097
H -5.1569 0.9313 -1.1126
H -3.4244 2.7358 2.4390
C 3.6752 2.4545 -1.2430
N 3.9944 1.4551 -0.2327
C 3.1516 0.4963 0.1776
N 3.6183 -0.3592 1.1322
O 2.0037 0.3789 -0.2814
H 4.1758 2.2351 -2.1837
H 3.9768 3.4374 -0.8832
H 2.6046 2.4499 -1.4196
H 4.9230 1.4611 0.1533
H 4.4295 -0.0957 1.6671
H 2.9104 -0.8416 1.6601
C 0.9034 -2.6566 -0.0450
N 0.6380 -3.9989 0.4413
C 0.0260 -3.8999 1.7690
N -1.2226 -3.1369 1.7426
C -0.9414 -1.8020 1.2445
N -0.3306 -1.8277 -0.1170
C -1.2886 -2.5476 -1.0091
N -1.5779 -3.8892 -0.5348
C -0.3227 -4.6392 -0.4618
C -2.1433 -3.7964 0.8136
H 1.3464 -2.6993 -1.0407
H 1.6072 -2.1663 0.6267
H 0.7273 -3.4123 2.4502
H -0.1791 -4.9048 2.1405
H -0.2499 -1.2953 1.9205
H -1.8650 -1.2224 1.1945
H -0.8610 -2.5955 -2.0099
H -2.2128 -1.9731 -1.0370
H 0.1142 -4.7042 -1.4597
H -0.5303 -5.6478 -0.1020
H -2.3591 -4.8013 1.1788
H -3.0752 -3.2295 0.7735
F 0.6468 -0.8547 -2.5900
As 0.9898 0.4276 -3.8231
F 1.4127 -0.7487 -4.9800
F 2.5964 0.4803 -3.2168
F 1.2584 1.7900 -4.8063
F 0.4726 1.4813 -2.4472
F -0.6639 0.3426 -4.2852